# 1
# C4H4N2O3

A 2-piece molecular cluster, C4H4N2O3 overall (ωB97M-V/def2-TZVPD, the OMol25 dataset).

XYZ file:
```
13
C4H4N2O3 ωB97M-V/def2-TZVPD
C -0.45 0.50 0.19
C 0.35 -0.10 -0.80
C -0.98 -2.35 -0.19
C -1.29 -0.27 0.84
N 0.69 -0.68 -1.73
N -1.39 -1.59 0.63
O -0.70 -3.32 -0.78
O 1.06 -1.13 -2.77
O 1.56 2.45 1.13
H -0.26 1.47 0.47
H -2.00 0.17 1.64
H 1.12 2.88 0.42
H 2.30 1.98 0.94
```

Properties
- Energy: -489.91817 a.u.
- HOMO-LUMO gap: 0.343 Eh
- Energy relative to the best compared isomer or geometry (same formula, charge and spin): 435.0 kJ/mol
- LUMO energy: 0.3 eV

***

# 2
# C4H4N2O3S

A 2-piece molecular cluster, C4H4N2O3S overall (ωB97M-V/def2-TZVPD, the OMol25 dataset).

XYZ file:
```
14
C4H4N2O3S ωB97M-V/def2-TZVPD
C -0.81 -0.09 -0.55
C 0.52 -0.10 -0.41
C 1.30 -1.49 -0.39
C 1.93 1.04 1.08
N -5.82 -0.14 0.69
N 1.38 1.06 -0.11
O 2.33 -1.50 0.34
O 1.72 1.88 -1.02
O 0.75 -2.35 -1.05
S -5.04 0.32 -0.59
H -1.08 -1.13 -0.68
H 1.83 0.07 1.78
H 2.59 1.91 1.27
H -1.61 0.54 -0.36
```

Properties
- Energy: -888.07059 a.u.
- HOMO-LUMO gap (spin up / spin down): 0.190 / 0.190 Eh
- Energy relative to the best compared isomer or geometry (same formula, charge and spin): 30.6 kJ/mol
- LUMO energy (spin up / spin down): 6.0 / 6.0 eV
- Charge: -2

***

# 3
# C4H4N2OS

One molecule with the formula C4H4N2OS (ωB97M-V/def2-TZVPD, the OMol25 dataset).

XYZ file:
```
12
C4H4N2OS ωB97M-V/def2-TZVPD
O 2.52 -0.09 -1.53
C 1.22 -0.08 -0.83
C 0.09 -1.02 -0.97
N -1.04 -0.69 -0.39
C -1.08 0.31 0.46
S -2.62 0.92 1.16
C 0.10 0.64 1.12
N 1.11 0.49 0.47
H 3.13 0.51 -0.96
H 0.05 -1.93 -1.63
H -3.52 -0.01 0.76
H 0.02 0.95 2.35
```

Properties
- Energy: -737.66397 a.u.
- HOMO-LUMO gap: 0.315 Eh
- Energy relative to the best compared isomer or geometry (same formula, charge and spin): 277.0 kJ/mol
- LUMO energy: 0.0 eV
- Structure (SMILES): Oc1cnc(S)cn1

***

# 4
# C4H4N2OS

One molecule with the formula C4H4N2OS (ωB97M-V/def2-TZVPD, the OMol25 dataset).

XYZ file:
```
12
C4H4N2OS ωB97M-V/def2-TZVPD
N 0.25 2.69 -0.45
C 0.03 1.52 -0.12
C 0.38 0.06 0.32
O 0.44 -0.09 1.64
C 1.79 -0.31 -0.44
N 2.64 -1.00 -0.85
C -0.71 -0.89 -0.17
S -2.45 -0.30 -0.24
H 0.92 0.76 2.16
H -0.59 -1.73 0.57
H -0.37 -1.42 -1.21
H -2.35 0.71 -1.22
```

Properties
- Energy: -737.64401 a.u.
- HOMO-LUMO gap: 0.365 Eh
- Energy relative to the best compared isomer or geometry (same formula, charge and spin): 329.4 kJ/mol
- LUMO energy: -0.1 eV
- Structure (SMILES): N#CC(O)(C#N)CS

***

# 5
# C4H4N2OS

One molecule with the formula C4H4N2OS (ωB97M-V/def2-TZVPD, the OMol25 dataset).

XYZ file:
```
12
C4H4N2OS ωB97M-V/def2-TZVPD
H -0.17 1.87 1.83
N -1.15 1.66 1.60
C -1.23 0.76 0.74
N -0.17 0.08 0.08
C -0.43 -0.93 -0.89
C 0.79 -1.34 -1.29
O 1.75 -0.65 -0.64
C 1.17 0.22 0.20
S 2.04 1.24 1.18
H -2.27 0.39 0.40
H -1.44 -1.24 -1.21
H 1.11 -2.05 -2.00
```

Properties
- Energy: -737.73156 a.u.
- HOMO-LUMO gap: 0.339 Eh
- Energy relative to the best compared isomer or geometry (same formula, charge and spin): 99.5 kJ/mol
- LUMO energy: 0.5 eV
- Structure (SMILES): [H]/N=C\n1ccoc1=S

***

# 6
# C4H4N2S

A 2-piece molecular cluster, C4H4N2S overall (ωB97M-V/def2-TZVPD, the OMol25 dataset).

XYZ file:
```
11
C4H4N2S ωB97M-V/def2-TZVPD
C -1.16 1.12 2.11
C -0.37 0.68 1.16
C 0.82 0.13 0.54
N -0.22 0.25 -0.20
H -2.12 1.52 2.00
H -0.66 1.45 3.10
H 1.89 -0.18 0.54
N 0.47 -2.06 -2.19
C 0.51 -0.87 -2.39
S 1.08 0.51 -2.90
H -0.24 -2.56 -1.78
```

Properties
- Energy: -662.36850 a.u.
- HOMO-LUMO gap: 0.352 Eh
- Energy relative to the best compared isomer or geometry (same formula, charge and spin): 412.6 kJ/mol
- LUMO energy: 0.5 eV
- Structure (SMILES): C=C1C=N1.N=C=S

***

# 7
# C4H4N2S

One molecule with the formula C4H4N2S (ωB97M-V/def2-TZVPD, the OMol25 dataset).

XYZ file:
```
11
C4H4N2S ωB97M-V/def2-TZVPD
C -0.62 1.39 -0.47
N -1.78 0.82 -0.39
N -1.93 -0.38 0.35
C -0.94 -1.19 0.45
C 0.31 -0.76 -0.23
S 2.00 -0.24 0.02
C 0.47 0.66 0.25
H -0.58 2.32 -1.01
H -1.12 -2.14 0.97
H 0.12 -0.79 -1.32
H 0.27 0.77 1.32
```

Properties
- Energy: -662.37253 a.u.
- HOMO-LUMO gap: 0.345 Eh
- Energy relative to the best compared isomer or geometry (same formula, charge and spin): 402.0 kJ/mol
- LUMO energy: 0.0 eV
- Structure (SMILES): C1=NN=C[C@@H]2S[C@@H]12

***

# 8
# C4H4N2S

One molecule with the formula C4H4N2S (ωB97M-V/def2-TZVPD, the OMol25 dataset).

XYZ file:
```
11
C4H4N2S ωB97M-V/def2-TZVPD
S 1.30 1.84 1.52
C 0.52 1.33 0.01
C -0.06 0.15 -0.26
C -0.24 -1.02 0.53
C -0.83 -1.92 -0.35
N -1.10 -1.30 -1.63
N -0.66 -0.11 -1.57
H 1.66 3.09 1.18
H 0.41 2.09 -0.75
H 0.19 -1.26 1.49
H -1.20 -2.90 -0.17
```

Properties
- Energy: -662.43907 a.u.
- HOMO-LUMO gap: 0.306 Eh
- Energy relative to the best compared isomer or geometry (same formula, charge and spin): 227.3 kJ/mol
- LUMO energy: -0.9 eV
- Structure (SMILES): S/C=C1\C=CN=N1

***

# 9
# C4H4N2S

One molecule with the formula C4H4N2S (ωB97M-V/def2-TZVPD, the OMol25 dataset).

XYZ file:
```
11
C4H4N2S ωB97M-V/def2-TZVPD
C -1.83 0.60 1.18
C 0.36 -1.06 0.21
C 0.48 0.22 1.11
C -0.55 1.29 0.88
N -2.70 -0.06 1.47
N -0.18 -0.85 -0.93
S 1.81 0.44 2.12
H 0.72 -1.93 0.70
H -0.67 1.70 -0.04
H -0.44 2.19 1.68
H -0.24 -1.64 -1.51
```

Properties
- Energy: -662.37697 a.u.
- HOMO-LUMO gap (spin up / spin down): 0.310 / 0.276 Eh
- Energy relative to the best compared isomer or geometry (same formula, charge and spin): 50.5 kJ/mol
- LUMO energy (spin up / spin down): 0.7 / -3.1 eV
- Spin multiplicity: 3
- ⟨S²⟩: 2.0113

***

# 10
# C4H4N3

An isolated ion of composition C4H4N3 and charge +1 (ωB97M-V/def2-TZVPD, the OMol25 dataset).

XYZ file:
```
11
C4H4N3 ωB97M-V/def2-TZVPD
N -0.27 1.02 2.94
C -0.42 0.51 1.91
C -0.46 -0.02 0.56
C 0.10 -1.39 -0.06
N 0.70 -1.25 -1.18
N 0.79 0.19 -1.36
C 0.14 0.81 -0.46
H -1.58 0.23 0.23
H 0.07 -2.38 0.35
H 1.10 0.40 -2.32
H -0.16 1.88 -0.60
```

Properties
- Energy: -318.71257 a.u.
- HOMO-LUMO gap: 0.387 Eh
- Energy relative to the best compared isomer or geometry (same formula, charge and spin): 136.4 kJ/mol
- LUMO energy: -6.2 eV
- Structure (SMILES): N#C[C@@H]1C=N[NH+]=C1
- Charge: +1

***

# 11
# C4H4N3O3

A 2-piece molecular cluster, C4H4N3O3 overall (ωB97M-V/def2-TZVPD, the OMol25 dataset).

XYZ file:
```
14
C4H4N3O3 ωB97M-V/def2-TZVPD
C 0.85 1.43 -0.08
C 3.05 -0.28 -0.01
C -0.81 -1.18 -0.01
C -2.61 0.39 0.06
N 1.57 0.51 -0.16
N 0.08 -1.86 0.34
N -1.84 -0.66 -0.37
O 0.21 2.42 -0.04
O 2.91 -1.45 -0.11
O 3.86 0.60 0.01
H -3.62 0.18 -0.47
H -2.63 0.43 1.15
H -2.13 1.27 -0.31
H 1.10 -1.80 0.01
```

Properties
- Energy: -544.87460 a.u.
- HOMO-LUMO gap: 0.336 Eh
- Energy relative to the best compared isomer or geometry (same formula, charge and spin): 221.6 kJ/mol
- LUMO energy: 3.7 eV
- Charge: -1

***

# 12
# C4H4N4

One molecule with the formula C4H4N4 (ωB97M-V/def2-TZVPD, the OMol25 dataset).

XYZ file:
```
12
C4H4N4 ωB97M-V/def2-TZVPD
N 1.96 -2.35 -0.03
C 1.45 -1.25 0.31
C 0.32 -0.42 0.52
N -0.31 0.03 1.77
C -0.07 0.27 -0.63
N -1.09 1.18 -0.53
C 0.47 -0.04 -1.95
N 0.82 0.05 -3.04
H -1.48 -0.44 1.79
H 0.19 -0.47 2.56
H -0.99 1.58 0.46
H -1.28 1.87 -1.25
```

Properties
- Energy: -373.73674 a.u.
- HOMO-LUMO gap: 0.307 Eh
- Energy relative to the best compared isomer or geometry (same formula, charge and spin): 284.0 kJ/mol
- LUMO energy: -0.4 eV
- Structure (SMILES): N#C/C(N)=C(/N)C#N

***

# 13
# C4H4N4

One molecule with the formula C4H4N4 (ωB97M-V/def2-TZVPD, the OMol25 dataset).

XYZ file:
```
12
C4H4N4 ωB97M-V/def2-TZVPD
H -2.25 -1.97 -1.13
N -1.64 -1.04 -1.48
C -1.00 -0.49 -0.54
C -0.61 0.92 -0.62
N 0.58 1.44 -0.53
C 1.48 0.69 0.03
C 1.21 -0.08 1.20
N 0.00 -0.70 1.69
N -1.00 -0.94 1.01
H -1.48 1.60 -0.87
H 2.51 0.96 -0.25
H 2.20 -0.37 1.48
```

Properties
- Energy: -373.67704 a.u.
- HOMO-LUMO gap: 0.311 Eh
- Energy relative to the best compared isomer or geometry (same formula, charge and spin): 440.7 kJ/mol
- LUMO energy: -0.7 eV
- Structure (SMILES): [H]/N=c1/cnccnn1

***

# 14
# C4H4N4

One molecule with the formula C4H4N4 (ωB97M-V/def2-TZVPD, the OMol25 dataset).

XYZ file:
```
12
C4H4N4 ωB97M-V/def2-TZVPD
H 2.96 -0.88 0.18
N 2.30 0.03 0.64
C 1.12 0.22 0.03
N 0.46 1.43 -0.24
C -0.90 1.33 -0.22
C -1.71 0.37 0.40
C -1.48 -0.94 0.30
N -0.41 -1.55 -0.37
N 0.60 -0.78 -0.69
H -1.59 2.20 -0.65
H -2.62 0.75 0.92
H -1.51 -1.92 1.05
```

Properties
- Energy: -373.60817 a.u.
- HOMO-LUMO gap: 0.292 Eh
- Energy relative to the best compared isomer or geometry (same formula, charge and spin): 621.5 kJ/mol
- LUMO energy: -1.6 eV
- Structure (SMILES): [H]/N=c1/ncccnn1

***

# 15
# C4H4N6O

One molecule with the formula C4H4N6O (ωB97M-V/def2-TZVPD, the OMol25 dataset).

XYZ file:
```
15
C4H4N6O ωB97M-V/def2-TZVPD
C -0.32 -0.50 -0.87
C -0.11 1.77 1.02
C 0.52 0.46 1.14
C 0.87 -1.95 0.55
N -0.83 -0.74 -1.95
N -1.51 0.23 -2.63
N -1.65 1.36 -2.04
N -0.88 2.29 0.07
N -1.01 1.56 -0.94
N 0.32 -0.60 0.26
O 1.18 0.16 2.11
H 0.27 2.52 1.71
H 1.23 -1.72 1.55
H 0.12 -2.66 0.14
H 1.78 -2.17 -0.12
```

Properties
- Energy: -558.36676 a.u.
- HOMO-LUMO gap: 0.295 Eh
- Energy relative to the best compared isomer or geometry (same formula, charge and spin): 476.4 kJ/mol
- LUMO energy: -1.0 eV

***

# 16
# C4H4N8O

An isolated ion of composition C4H4N8O and charge -2 (ωB97M-V/def2-TZVPD, the OMol25 dataset).

XYZ file:
```
17
C4H4N8O ωB97M-V/def2-TZVPD
C -1.93 1.21 -0.65
O -1.05 0.31 -1.21
C 0.20 0.22 -0.30
C -0.13 -0.22 1.28
N -1.18 -0.92 1.69
N -1.01 -0.98 3.02
N 0.10 -0.43 3.34
N 0.68 0.13 2.28
C 1.28 -0.50 -0.98
N 1.34 -1.81 -1.31
N 2.42 -1.96 -1.98
N 3.09 -0.86 -2.00
N 2.37 0.07 -1.46
H -2.47 0.72 0.19
H -2.75 1.62 -1.38
H -1.34 2.08 -0.27
H 0.38 1.31 -0.27
```

Properties
- Energy: -668.03125 a.u.
- HOMO-LUMO gap: 0.296 Eh
- Energy relative to the best compared isomer or geometry (same formula, charge and spin): 0.0 kJ/mol
- LUMO energy: 6.2 eV
- Structure (SMILES): COC(c1nnn[n-]1)c1nnn[n-]1
- Charge: -2

***

# 17
# C4H4NO

An isolated ion of composition C4H4NO and charge +1 (ωB97M-V/def2-TZVPD, the OMol25 dataset).

XYZ file:
```
10
C4H4NO ωB97M-V/def2-TZVPD
C -0.78 -1.28 0.64
C -0.79 0.77 -0.50
C -0.02 -0.28 0.25
C 1.43 -0.36 0.15
N -2.68 -0.02 0.33
O -2.03 0.75 -0.26
H -0.31 1.62 -1.04
H 1.63 -0.48 1.22
H 1.82 0.52 -0.36
H 1.75 -1.24 -0.44
```

Properties
- Energy: -284.14660 a.u.
- HOMO-LUMO gap (spin up / spin down): 0.285 / 0.281 Eh
- Energy relative to the best compared isomer or geometry (same formula, charge and spin): 812.5 kJ/mol
- LUMO energy (spin up / spin down): -8.2 / -8.7 eV
- Charge: +1

***

# 18
# C4H4NO2

An isolated ion of composition C4H4NO2 and charge -1 (ωB97M-V/def2-TZVPD, the OMol25 dataset).

XYZ file:
```
11
C4H4NO2 ωB97M-V/def2-TZVPD
C 1.01 -1.19 0.16
C 0.00 -0.05 0.06
C 0.12 1.20 0.26
N 0.25 2.54 0.67
C -1.47 -0.43 -0.39
O -1.49 -0.99 -1.46
O -2.38 -0.08 0.41
H 0.84 -1.54 1.15
H 2.05 -0.69 -0.04
H 0.71 -1.84 -0.61
H 0.35 3.09 -0.22
```

Properties
- Energy: -360.03934 a.u.
- HOMO-LUMO gap: 0.303 Eh
- Energy relative to the best compared isomer or geometry (same formula, charge and spin): 253.2 kJ/mol
- LUMO energy: 4.0 eV
- Structure (SMILES): CC(=C=N)C(=O)[O-]
- Charge: -1

***

# 19
# C4H4NO2S

An isolated ion of composition C4H4NO2S and charge -1 (ωB97M-V/def2-TZVPD, the OMol25 dataset).

XYZ file:
```
12
C4H4NO2S ωB97M-V/def2-TZVPD
C -1.04 0.16 0.55
N -0.94 0.19 -0.88
S -0.71 -1.25 -1.62
C 0.97 -1.36 -2.17
O 1.33 -2.31 -2.85
C 1.86 -0.26 -1.80
C 1.59 0.85 -1.17
O 1.59 1.89 -0.61
H -1.63 -0.69 0.93
H -0.07 0.13 1.07
H -1.55 1.08 0.86
H 2.87 -0.42 -2.14
```

Properties
- Energy: -758.23237 a.u.
- HOMO-LUMO gap: 0.251 Eh
- Energy relative to the best compared isomer or geometry (same formula, charge and spin): 152.2 kJ/mol
- LUMO energy: 3.9 eV
- Structure (SMILES): C[N-]SC(=O)C=C=O
- Charge: -1

***

# 20
# C4H4NO3S2

C4H4NO3S2 as an isolated structure (ωB97M-V/def2-TZVPD, the OMol25 dataset).

XYZ file:
```
14
C4H4NO3S2 ωB97M-V/def2-TZVPD
C -2.19 -1.45 -0.24
C -0.34 0.12 -0.74
C -0.44 -0.31 0.53
C 0.56 1.01 -1.51
N -1.49 -1.17 0.79
O 2.26 -0.96 1.57
O 1.79 1.51 1.46
O 0.85 0.06 3.27
S -1.75 -0.56 -1.70
S 1.40 0.17 1.95
H -3.06 -2.14 -0.44
H 0.99 1.63 -0.82
H 1.30 0.43 -1.84
H 0.10 1.66 -2.30
```

Properties
- Energy: -1231.67896 a.u.
- HOMO-LUMO gap: 0.295 Eh
- Energy relative to the best compared isomer or geometry (same formula, charge and spin): 157.8 kJ/mol
- LUMO energy: 3.0 eV
- Charge: -1